[1]
The following is a quantum chemistry calculation of C6H7NO3S2 in the gas phase at a distorted geometry, from the OMol25 dataset.

```
! RIJCOSX wB97M-V def2-TZVPD def2/J DEFGRID3
* xyz 0 1
C 0.8016 1.6673 -1.2025
C 0.8999 1.4970 0.1663
C 0.1919 0.4832 0.7410
C -0.7063 -0.4410 -1.0231
C 1.7935 2.3886 0.9845
C -1.2322 -3.0440 -0.8203
N -0.1258 -0.0636 1.9325
O 0.2916 0.5482 2.9197
O -0.8159 -1.0772 1.9720
O -2.8529 -1.3962 -2.1126
S -0.2353 0.6669 -2.1399
S -2.1621 -1.4444 -0.8258
H 1.3211 2.4288 -1.7496
H 2.1144 3.2521 0.4090
H 1.2662 2.7154 1.8816
H 2.6686 1.8265 1.3097
H -1.8786 -3.7945 -0.3817
H -0.3460 -2.9088 -0.2168
H -0.9935 -3.3040 -1.8440
*
```

For the total energy, the calculation gives -1309.3896 a.u. The HOMO-LUMO gap comes out at 6.96 eV. The energy above the lowest of the compared OMol25 structures with the same formula, charge and spin comes out at 166.1 kcal per mole. The molar mass comes out at 205.26 g/mol. As for the highest occupied orbital energy: -8.52 eV.

=====

[2]
The following is a quantum chemistry calculation of a molecular structure, C38H32O4P2PdS at a distorted geometry, from the OMol25 dataset.

```
! RIJCOSX wB97M-V def2-TZVPD def2/J DEFGRID3
* xyz 0 3
Pd -0.8362 0.7417 1.3997
O 0.7740 3.2858 1.2926
S 0.9295 2.9274 2.7117
O 1.1198 3.9983 3.6388
O -0.0491 1.8601 3.1322
C 2.5511 2.1035 2.7139
C 3.5367 2.7944 3.4037
C 4.8140 2.1862 3.5210
C 4.9943 0.9165 2.9149
C 3.9842 0.3430 2.2056
C 2.7379 0.9266 2.0659
P 1.4961 0.1268 1.0562
C 2.2127 0.2802 -0.5779
C 1.9224 -0.6759 -1.5539
C 2.5045 -0.6274 -2.8799
C 3.5272 0.2986 -3.0603
C 3.8446 1.1857 -2.0530
C 3.1745 1.1885 -0.8736
C 1.8184 -1.6271 1.6341
C 2.2315 -2.6700 0.9108
C 2.3732 -3.9402 1.5390
C 2.2106 -4.1026 2.9123
C 1.8285 -2.9548 3.6381
C 1.5356 -1.7608 3.0353
H 3.2547 3.7083 3.9484
H 5.6455 2.7133 4.0417
H 5.9067 0.3136 2.9571
H 4.2016 -0.6154 1.8247
H 1.2249 -1.4627 -1.4512
H 2.2873 -1.4536 -3.6008
H 4.1270 0.2082 -3.9447
H 4.6822 1.8332 -2.2547
H 3.4016 1.9817 -0.1570
H 2.4461 -2.5400 -0.1099
H 2.6609 -4.7956 0.9298
H 2.3021 -5.0737 3.2966
H 1.7122 -3.1209 4.7245
H 1.1313 -0.9361 3.6442
C -1.8084 -2.2132 2.3268
C -1.8879 -0.6913 2.5921
O -2.8765 -0.2234 3.0638
H -2.0706 -2.4168 1.2791
H -2.5536 -2.6575 3.0609
H -0.7953 -2.6628 2.5195
C 0.5250 2.4131 -4.0950
C -0.3475 1.3711 -4.3644
C -1.0841 0.7609 -3.3710
C -0.9250 1.1926 -2.0252
C -0.0447 2.1955 -1.7341
C 0.6448 2.8520 -2.7825
P -1.8696 0.5643 -0.6317
C -3.4834 1.4039 -0.6982
C -4.1835 1.4337 0.5776
C -5.5046 1.8530 0.5409
C -6.0851 2.2872 -0.6697
C -5.3394 2.4157 -1.8284
C -3.9942 1.9758 -1.8332
C -2.3895 -1.1762 -1.1651
C -3.6391 -1.4455 -1.7488
C -4.0198 -2.7307 -2.0557
C -3.1136 -3.7725 -2.0469
C -1.8373 -3.5350 -1.5871
C -1.5567 -2.2276 -1.1291
H 1.2011 2.7755 -4.8302
H -0.5285 1.0849 -5.3626
H -1.8644 -0.0307 -3.6309
H 0.1788 2.4610 -0.7123
H 1.3863 3.6075 -2.5724
H -3.6562 1.1953 1.5572
H -6.0450 1.9227 1.4901
H -7.1279 2.6017 -0.6278
H -5.6691 2.7498 -2.7800
H -3.3545 2.0046 -2.6769
H -4.3665 -0.6414 -1.9385
H -4.9674 -2.9508 -2.5111
H -3.3979 -4.8472 -2.1053
H -1.1896 -4.3541 -1.4038
H -0.5796 -2.1102 -0.6657
*
```

For the total energy, the calculation gives -2976.9120 a.u. The HOMO-LUMO gap (spin up / spin down) comes out at 7.46 / 7.69 eV. The energy above the lowest of the compared OMol25 structures with the same formula, charge and spin comes out at 7.4 kcal per mole. The expectation value of S² is 2.0090. The molar mass comes out at 753.11 g/mol. As for the highest occupied orbital energy (spin up / spin down): -7.01 / -8.70 eV.

=====

[3]
The following is a quantum chemistry calculation of C3H5NO in the gas phase at a distorted geometry, from the OMol25 dataset.

```
! RIJCOSX wB97M-V def2-TZVPD def2/J DEFGRID3
* xyz 0 1
C -0.9755 -0.0330 -0.0124
C 0.1030 -1.0787 0.0986
C 0.0295 1.1604 0.0875
H 0.1245 -1.8275 0.9760
H 0.1164 -1.7710 -0.7679
H 1.6390 -0.0593 -0.7813
H 0.1223 1.9268 -0.7383
H -0.1283 1.7148 1.0598
N 1.1275 0.0087 0.0889
O -2.1583 -0.0413 -0.0108
*
```

For the total energy, the calculation gives -247.2428 a.u. The HOMO-LUMO gap comes out at 10.51 eV. The energy above the lowest of the compared OMol25 structures with the same formula, charge and spin comes out at 40.5 kcal per mole. The molar mass comes out at 71.08 g/mol. As for the highest occupied orbital energy: -9.55 eV. As for the structure (SMILES): O=C1CNC1.

=====

[4]
The following is a quantum chemistry calculation of 2 unconnected molecules or ions with the total composition C9H16SSi at a distorted geometry, from the OMol25 dataset.

```
! RIJCOSX wB97M-V def2-TZVPD def2/J DEFGRID3
* xyz 0 1
C 1.4280 -1.5016 1.0021
C 0.7409 -1.7049 2.2795
C -0.3453 -2.8669 0.6232
C 0.7773 -2.1282 0.0175
C -0.2406 -2.5575 2.0999
C -1.2236 -0.1689 -1.0919
C 1.1974 1.4107 -1.8868
C -0.0891 1.5950 1.1937
C -1.2915 2.9627 -1.2108
Si -0.2632 1.4088 -0.7182
S -1.1519 -1.0907 -2.4573
H 2.4193 -1.1016 0.8208
H 1.1128 -1.1962 3.2207
H -1.2269 -2.5403 0.2121
H -0.3327 -3.9260 0.3821
H 1.1876 -2.0742 -1.0381
H -0.8557 -2.8533 2.8284
H -1.9896 -0.5119 -0.3913
H 2.0687 0.8667 -1.5418
H 0.9122 0.8003 -2.6384
H 1.5170 2.4189 -2.3351
H 0.6430 0.9188 1.5736
H 0.4874 2.5246 1.3939
H -0.9340 1.6099 1.7440
H -1.4954 3.7878 -0.5772
H -0.8615 3.3658 -2.1069
H -2.1908 2.5521 -1.3977
*
```

For the total energy, the calculation gives -1040.1064 a.u. The HOMO-LUMO gap comes out at 7.86 eV. The energy above the lowest of the compared OMol25 structures with the same formula, charge and spin comes out at 40.2 kcal per mole. The molar mass comes out at 184.38 g/mol. As for the highest occupied orbital energy: -8.55 eV. As for the structure (SMILES): C[Si](C)(C)C=S.C1=CCC=C1.

=====

[5]
The following is a quantum chemistry calculation of C4H10N2 in the gas phase at a distorted geometry, from the OMol25 dataset.

```
! RIJCOSX wB97M-V def2-TZVPD def2/J DEFGRID3
* xyz 0 1
C -0.6939 -0.8179 0.5785
C 0.4594 1.3362 1.0709
C 0.5437 -1.6318 0.5227
N -0.3791 0.5831 0.1394
C -0.6074 0.5099 -2.1070
N 0.2551 0.4227 -1.1097
H -1.3957 -1.1124 -0.2451
H -1.2594 -0.8475 1.5210
H 0.3792 2.3980 0.8307
H 0.0998 1.1801 2.0888
H 1.5186 1.0543 1.0592
H -0.2714 0.2944 -3.1151
H -1.5432 1.0325 -1.9546
H 1.4851 -1.1860 0.8170
H 0.4694 -2.6601 0.8594
H 0.9399 -0.5555 -0.9561
*
```

For the total energy, the calculation gives -267.7171 a.u. The HOMO-LUMO gap (spin up / spin down) comes out at 8.80 / 6.07 eV. The energy above the lowest of the compared OMol25 structures with the same formula, charge and spin comes out at 130.6 kcal per mole. The molar mass comes out at 86.14 g/mol. As for the highest occupied orbital energy (spin up / spin down): -7.92 / -6.33 eV.

=====

[6]
The following is a quantum chemistry calculation of a molecular structure, C52H52AsBrGeN6OSSn, from the OMol25 dataset.

```
! RIJCOSX wB97M-V def2-TZVPD def2/J DEFGRID3
* xyz -2 1
Sn -0.4389 1.0307 1.2350
Br 6.4388 1.8713 4.5568
C 4.8696 1.1110 3.7620
C 4.6731 -0.2536 3.8048
C 3.5283 -0.7854 3.2268
C 2.5565 0.0147 2.5905
O 1.4899 -0.5175 2.0475
C 2.7905 1.4206 2.5774
C 1.7839 2.3854 1.9636
N 0.5532 2.3014 2.7506
C 0.0044 3.3708 3.3321
C 0.6348 4.5912 3.6172
C -0.0481 5.6487 4.2336
C -1.3627 5.5598 4.6093
C -2.0485 4.3433 4.3652
C -3.4067 4.1504 4.6933
C -4.0169 2.9576 4.4256
C -3.2579 1.9359 3.8267
N -1.9949 2.0744 3.5148
C -1.3803 3.2509 3.7631
C 3.9332 1.9393 3.1598
H 5.3987 -0.8993 4.2827
H 3.3609 -1.8535 3.2712
H 2.2532 3.3781 1.9709
H 1.6738 4.7266 3.3548
H 0.4924 6.5721 4.4174
H -1.8843 6.3939 5.0629
H -3.9570 4.9705 5.1430
H -5.0637 2.7947 4.6515
H -3.7119 0.9780 3.5903
H 4.0941 3.0115 3.1394
S -2.5250 2.8225 0.2248
C -3.8054 1.9208 -0.5525
C -5.1433 2.2983 -0.3209
C -6.1987 1.6619 -0.9442
C -5.9684 0.6067 -1.8251
C -4.6612 0.2091 -2.0573
C -3.5885 0.8445 -1.4369
As -1.7310 0.3505 -1.7869
C -2.0289 -1.5002 -2.3659
C -1.5272 -2.0303 -3.5513
C -1.6286 -3.3913 -3.8199
C -2.2356 -4.2412 -2.9070
C -2.7353 -3.7241 -1.7174
C -2.6276 -2.3682 -1.4493
C -1.4692 1.2499 -3.5116
C -0.3935 2.1306 -3.5755
C -0.1329 2.8454 -4.7382
C -0.9456 2.6777 -5.8492
C -2.0220 1.7986 -5.7947
C -2.2832 1.0915 -4.6300
H -5.3218 3.1156 0.3665
H -7.2142 1.9869 -0.7443
H -6.7913 0.0969 -2.3113
H -4.4747 -0.6267 -2.7238
H -1.0353 -1.3814 -4.2641
H -1.2219 -3.7872 -4.7429
H -2.3086 -5.3020 -3.1145
H -3.1973 -4.3825 -0.9911
H -3.0097 -1.9721 -0.5138
H 0.2522 2.2583 -2.7132
H 0.7111 3.5233 -4.7681
H -0.7414 3.2271 -6.7607
H -2.6610 1.6673 -6.6602
H -3.1323 0.4186 -4.5894
N 0.9992 -1.3246 -0.5466
C 1.3029 -1.1614 -1.6689
N 1.4753 -0.8598 -2.8670
C 2.1908 -1.3765 -3.8285
N 2.7753 -1.7921 -4.7376
C 0.4737 4.5996 -0.4201
C 1.6575 3.8737 -0.9887
C 2.3574 4.4343 -2.0524
C 3.4756 3.8115 -2.5887
C 3.9068 2.6190 -2.0351
C 3.2257 2.0287 -0.9722
C 3.7490 0.7343 -0.4099
C 2.0698 2.6377 -0.4467
N 1.3621 2.0413 0.6066
H 0.4020 5.6031 -0.8439
H 0.5410 4.6839 0.6671
H -0.4593 4.0738 -0.6284
H 2.0155 5.3798 -2.4615
H 4.0066 4.2564 -3.4225
H 4.7809 2.1174 -2.4377
H 4.1274 0.0966 -1.2112
H 2.9659 0.2108 0.1344
H 4.5707 0.9125 0.2890
C 1.1716 -6.5311 -2.2272
C 1.8846 -5.2029 -2.4609
C 2.1686 -4.4390 -1.1670
C 0.9172 -4.1146 -0.3469
Ge 1.1943 -2.5589 0.8859
C -0.2433 -2.7091 2.1976
C 0.1957 -3.4788 3.4472
C 0.5884 -4.9415 3.2309
C -0.5690 -5.8224 2.7717
H 1.0535 -7.0880 -3.1592
H 0.1793 -6.3737 -1.8023
H 1.7358 -7.1576 -1.5299
H 1.2726 -4.5704 -3.1108
H 2.8224 -5.3788 -2.9964
H 2.7003 -3.5163 -1.4287
H 2.8688 -5.0168 -0.5520
H 0.5660 -4.9964 0.1937
H 0.1007 -3.8258 -1.0211
H 2.6827 -2.6837 1.2451
H -1.0959 -3.1813 1.6990
H -0.5380 -1.7047 2.4862
H -0.6146 -3.4385 4.1843
H 1.0416 -2.9520 3.8988
H 0.9912 -5.3389 4.1671
H 1.4014 -4.9993 2.5004
H -1.3533 -5.8539 3.5320
H -0.2398 -6.8466 2.5833
H -1.0146 -5.4470 1.8497
*
```

For the total energy, the calculation gives -9915.8036 a.u. The HOMO-LUMO gap comes out at 5.87 eV. The energy above the lowest of the compared OMol25 structures with the same formula, charge and spin comes out at 0.0 kcal per mole. The molar mass comes out at 1155.24 g/mol. As for the highest occupied orbital energy: -1.88 eV.

=====

[7]
The following is a quantum chemistry calculation of a molecular structure, C12H13N3O6PdS at a distorted geometry, from the OMol25 dataset.

```
! RIJCOSX wB97M-V def2-TZVPD def2/J DEFGRID3
* xyz -2 3
Pd -0.7027 0.4083 0.1808
O 1.4040 0.3098 0.1947
C 2.3385 -0.5087 0.1984
C 2.1753 -1.9101 0.1932
C 3.3084 -2.7647 0.1982
C 3.1204 -4.1323 0.1928
C 1.8022 -4.6524 0.1824
C 0.7117 -3.8248 0.1776
C 0.8343 -2.3994 0.1827
O -0.1861 -1.6326 0.1782
N 4.2095 -5.0012 0.1975
O 5.3972 -4.4950 0.2069
O 3.9918 -6.2785 0.1921
H 3.3761 -0.1337 0.2065
H 4.3057 -2.3495 0.2061
H 1.6483 -5.7207 0.1781
H -0.2858 -4.2488 0.1696
C -3.6132 -1.4005 0.1537
O -2.4804 -0.6893 0.1642
H -4.4031 -1.0564 -0.5672
H -4.1740 -1.4430 1.1248
H -3.4985 -2.4836 -0.1092
C -1.4909 3.7434 -2.1164
N -1.4606 4.1247 -0.7295
C -0.9234 5.2878 -0.2212
C -1.0900 5.2568 1.1112
N -1.7297 4.0719 1.3944
C -1.9558 3.3607 0.2647
S -2.7292 1.8564 0.1726
H -1.0250 4.5210 -2.7181
H -2.5221 3.5960 -2.4375
H -0.9501 2.8038 -2.2366
H -0.4669 6.0391 -0.8400
H -0.8087 5.9706 1.8635
H -2.0016 3.7370 2.3006
O -0.1255 2.0378 0.1902
*
```

For the total energy, the calculation gives -1606.5229 a.u. The HOMO-LUMO gap (spin up / spin down) comes out at 3.13 / 3.66 eV. The energy above the lowest of the compared OMol25 structures with the same formula, charge and spin comes out at 0.0 kcal per mole. The expectation value of S² is 2.0417. The molar mass comes out at 433.74 g/mol. As for the highest occupied orbital energy (spin up / spin down): 1.48 / 0.79 eV.

=====

[8]
The following is a quantum chemistry calculation of 2 unconnected molecules or ions with the total composition C14H18N at a distorted geometry, from the OMol25 dataset.

```
! RIJCOSX wB97M-V def2-TZVPD def2/J DEFGRID3
* xyz 1 1
C 1.4584 0.3748 4.0237
C 0.7871 1.4132 3.4296
C 2.2403 -0.5128 3.2653
C 0.8790 1.7345 2.1381
C 2.4289 -0.0934 1.9380
C 1.7886 0.9958 1.2873
C -2.5994 -0.6401 -0.3795
C -2.4038 -1.8592 -1.3209
C -2.4222 0.2724 -2.5060
C -1.8352 0.5384 -1.1357
C -1.8881 -1.1792 -2.5893
C -0.4025 0.0406 -1.3780
C -0.4039 -0.8548 -2.3504
C 1.9033 1.3530 -0.1503
N 2.9391 0.5592 -0.9795
H 1.1496 0.2609 5.1266
H 0.1978 2.1549 3.9672
H 2.7664 -1.4090 3.6061
H 0.2442 2.5430 1.7916
H 3.2422 -0.6190 1.3627
H -3.6124 -0.5700 -0.1928
H -2.1889 -0.7371 0.7388
H -1.5291 -2.3962 -0.9675
H -3.3203 -2.5108 -1.4169
H -3.5836 0.2585 -2.3875
H -2.0981 1.0168 -3.2759
H -1.8027 1.4863 -0.7716
H -2.1339 -1.6707 -3.4959
H 0.4187 0.5245 -0.7444
H 0.4128 -1.4694 -2.7547
H 2.4141 0.4278 -1.8842
H 3.1349 -0.4439 -0.8089
H 3.8184 1.0113 -1.1851
*
```

For the total energy, the calculation gives -598.5468 a.u. The HOMO-LUMO gap comes out at 6.75 eV. The energy above the lowest of the compared OMol25 structures with the same formula, charge and spin comes out at 157.4 kcal per mole. The molar mass comes out at 200.30 g/mol. As for the highest occupied orbital energy: -12.29 eV.